1.
{"formula": "C10H15BrNOS", "method": "ωB97M-V/def2-TZVPD", "symbols": ["C", "C", "C", "C", "C", "C", "C", "C", "C", "C", "N", "O", "S", "Br", "H", "H", "H", "H", "H", "H", "H", "H", "H", "H", "H", "H", "H", "H", "H"], "xyz": [[-0.4086, 1.1953, 0.0201], [-1.7731, 1.6609, 0.2735], [0.5321, 1.9310, -0.6239], [0.2389, -1.1759, -0.0537], [-1.1039, -0.5007, 1.5582], [-1.1885, -1.7663, 0.0157], [1.9429, 1.5407, -0.8383], [0.2599, 3.2015, -1.2629], [1.4100, -1.9544, 0.6177], [-1.4228, -3.1992, 0.3341], [-0.0656, 0.1091, 0.7716], [-2.3662, 2.5843, -0.2083], [-2.4577, 0.7290, 1.6306], [-2.5164, -0.9173, -1.1839], [0.6332, -0.8222, -0.9616], [-0.8903, -0.8059, 2.5107], [2.5317, 2.3807, -0.3179], [2.1709, 0.4376, -0.5663], [2.2410, 1.5882, -1.8999], [0.2151, 3.9232, -0.4956], [1.1178, 3.4570, -1.9606], [-0.6797, 3.1847, -1.8498], [2.3505, -1.5366, 0.1003], [1.3282, -2.9772, 0.3938], [1.4340, -1.8047, 1.6428], [-2.4497, -3.4358, 0.7424], [-0.5291, -3.4270, 0.9647], [-1.3864, -3.7132, -0.6119], [0.8316, 0.1132, 1.2584]], "nbo_charge": [-0.1104, 0.4122, 0.2034, -0.0722, -0.1896, 0.0378, -0.6802, -0.6691, -0.6394, -0.6989, -0.4103, -0.4962, 0.3129, 0.1200, 0.2282, 0.2361, 0.2732, 0.1951, 0.2698, 0.2570, 0.2294, 0.2771, 0.2425, 0.2549, 0.2177, 0.2722, 0.2273, 0.2492, 0.4502], "de_lowest_kcal_mol": 30.5, "homo_lumo_gap_ha": 0.333, "mol_weight_da": 277.21, "charge": 1, "spin_multiplicity": 1, "energy_ev": -95018.45016, "lumo_energy_ev": -3.737}

***

2.
{"formula": "C9H7NS3", "method": "ωB97M-V/def2-TZVPD", "symbols": ["C", "C", "C", "C", "C", "C", "C", "C", "C", "N", "S", "S", "S", "H", "H", "H", "H", "H", "H", "H"], "xyz": [[-2.5875, 0.6800, 0.5160], [-2.0392, 0.0325, 1.6164], [-1.9190, 0.7824, -0.7127], [-0.8956, -0.6456, 1.4163], [-0.7381, 0.0167, -1.0197], [-0.2325, -0.7695, 0.1437], [1.9772, -2.0999, -0.1867], [0.9859, -1.3369, 0.2048], [1.5905, 1.0244, -0.6506], [0.5977, 1.2792, -1.3368], [3.6770, -1.5652, -0.0437], [3.0870, 1.7281, -0.4251], [3.7453, 0.2666, 0.8827], [-3.4891, 1.3604, 0.5336], [-2.3550, 0.2249, 2.6375], [-2.2787, 1.4712, -1.3680], [-0.3576, -1.0131, 2.3175], [-0.7551, -0.5178, -1.9799], [1.8382, -2.9495, -0.8084], [0.1485, 2.0312, -1.7369]], "nbo_charge": [-0.1837, -0.2803, -0.2468, -0.1349, -0.1014, -0.1915, -0.4419, 0.1554, -0.0744, -0.5655, 0.1550, 0.2164, -0.0066, 0.2139, 0.2230, 0.1961, 0.2160, 0.2225, 0.2485, 0.3802], "homo_lumo_gap_ha": [0.266, 0.266], "mol_weight_da": 225.36, "spin_multiplicity": 1, "energy_ev": -43436.64807, "lumo_energy_ev": [-0.298, -0.298]}

***

3.
{"formula": "C46H51BrN3S5ScSi4Te", "method": "ωB97M-V/def2-TZVPD", "symbols": ["Sc", "S", "C", "C", "C", "C", "C", "N", "H", "H", "H", "H", "S", "C", "C", "C", "C", "C", "C", "S", "H", "H", "H", "H", "S", "C", "C", "C", "C", "C", "C", "N", "C", "C", "C", "C", "C", "C", "C", "C", "N", "C", "C", "C", "C", "C", "S", "C", "H", "H", "H", "H", "H", "H", "H", "H", "H", "H", "H", "H", "Br", "C", "C", "C", "C", "C", "C", "H", "H", "H", "H", "C", "Si", "C", "C", "Si", "Te", "Si", "C", "C", "C", "Si", "C", "C", "C", "H", "H", "H", "H", "H", "H", "H", "H", "H", "H", "H", "H", "H", "H", "H", "H", "H", "H", "H", "H", "H", "H", "H", "H", "H", "H", "H"], "xyz": [[0.0530, 0.1974, -0.0042], [-2.1055, 0.6991, 1.6388], [-2.5369, 1.7112, 0.3486], [-3.6704, 2.5467, 0.4141], [-3.9597, 3.3663, -0.6424], [-3.1337, 3.3473, -1.7698], [-2.0608, 2.4812, -1.7662], [-1.7523, 1.6815, -0.7504], [-4.2730, 2.5243, 1.3083], [-4.8307, 4.0073, -0.6085], [-3.3323, 3.9749, -2.6266], [-1.4049, 2.4074, -2.6303], [2.6544, -0.5343, -0.0202], [3.5017, -0.3265, 1.4692], [4.8890, -0.1264, 1.4181], [5.6295, 0.0704, 2.5607], [5.0050, 0.0981, 3.8028], [3.6419, -0.1105, 3.8757], [2.8912, -0.3503, 2.7340], [1.1620, -0.6957, 2.9823], [5.3593, -0.1262, 0.4427], [6.7018, 0.2147, 2.4988], [5.5785, 0.2738, 4.7028], [3.1255, -0.1038, 4.8250], [-4.4628, 0.5581, -3.9009], [-5.8893, 0.4240, -4.8549], [-6.5442, -0.7481, -4.6346], [-5.9037, -1.5581, -3.6823], [-4.7525, -1.0007, -3.1784], [-3.8538, -1.5168, -2.1790], [-2.5936, -0.9224, -1.9698], [-1.7580, -1.2730, -1.0171], [-2.1015, -2.2866, -0.1938], [-3.3251, -2.9974, -0.3435], [-3.6470, -4.0435, 0.5503], [-2.7978, -4.3519, 1.5741], [-1.5772, -3.6856, 1.7460], [-0.6744, -4.0418, 2.7717], [0.5464, -3.4494, 2.8826], [0.9014, -2.3482, 1.9419], [-0.0162, -2.0169, 0.9149], [-1.1837, -2.6458, 0.8565], [1.4877, -3.8862, 3.8726], [1.3677, -4.9343, 4.7611], [2.4845, -5.1027, 5.5916], [3.4639, -4.1906, 5.3461], [3.0307, -3.1077, 4.0806], [-4.1938, -2.5867, -1.3586], [-6.1525, 1.2209, -5.5220], [-7.4592, -1.0203, -5.1331], [-6.2689, -2.5271, -3.3883], [-2.2702, -0.1296, -2.6386], [-4.5806, -4.5703, 0.4132], [-3.0509, -5.1327, 2.2810], [-0.9636, -4.8349, 3.4502], [1.9169, -2.4715, 1.5387], [0.5038, -5.5762, 4.8080], [2.5584, -5.8723, 6.3431], [4.4125, -4.0798, 5.8343], [-5.1407, -3.0932, -1.4765], [2.8507, 6.6578, 0.6979], [2.1252, 4.8697, 0.5455], [2.0759, 4.0589, 1.6578], [1.5178, 2.7924, 1.5387], [1.0066, 2.2745, 0.3309], [1.1213, 3.1620, -0.7597], [1.6504, 4.4415, -0.6738], [2.4676, 4.3999, 2.6071], [1.4861, 2.1911, 2.4448], [0.7692, 2.8580, -1.7445], [1.6920, 5.0781, -1.5482], [0.2741, 3.3773, -7.4090], [-0.2640, 2.8418, -5.6395], [0.0506, 4.4149, -4.5785], [-2.1804, 2.7363, -5.7666], [0.8752, 0.8358, -4.9994], [0.9010, -0.1029, -2.6924], [3.1583, 1.2345, -5.5231], [3.8094, 2.7903, -4.6081], [3.6463, 1.4668, -7.3740], [4.2574, -0.2088, -4.9233], [0.0184, -0.8775, -6.3851], [-1.7922, -1.3180, -5.9344], [1.0184, -2.4850, -6.1091], [0.0306, -0.5891, -8.2880], [-0.2921, 4.2252, -7.7873], [0.1466, 2.5575, -8.1078], [1.3236, 3.6509, -7.4217], [-0.3853, 5.3093, -5.0209], [1.1159, 4.5928, -4.4688], [-0.3649, 4.3171, -3.5804], [-2.6348, 3.6894, -6.0290], [-2.6182, 2.4179, -4.8270], [-2.4742, 2.0126, -6.5204], [3.3780, 3.7039, -5.0054], [4.8910, 2.8889, -4.6563], [3.5358, 2.7253, -3.5601], [3.1234, 2.3069, -7.8164], [3.3834, 0.5831, -7.9461], [4.7122, 1.6377, -7.5006], [4.0283, -0.4169, -3.8837], [5.3220, -0.0026, -4.9967], [4.0545, -1.1152, -5.4841], [-1.8444, -1.5875, -4.8846], [-2.1893, -2.1528, -6.5069], [-2.4550, -0.4717, -6.0825], [1.1681, -2.6191, -5.0426], [2.0001, -2.4214, -6.5670], [0.5268, -3.3745, -6.4937], [-0.6258, 0.2305, -8.5589], [-0.2879, -1.4653, -8.8462], [1.0290, -0.3297, -8.6227]], "lowdin_charge": [0.3983, 0.6241, -0.7983, -0.1147, -0.0935, -0.0956, -0.1839, -0.0440, 0.0897, 0.0955, 0.0911, 0.0726, 0.5107, -0.6860, -0.1335, -0.1183, -0.1307, -0.2123, -0.6340, 0.9052, 0.0896, 0.0881, 0.0834, 0.0882, 1.0658, -0.4068, -0.2081, -0.1324, -0.4502, -0.2025, -0.1437, 0.0464, -0.1536, -0.1513, -0.0797, -0.0564, -0.1662, 0.0158, -0.2513, -0.4929, -0.0605, -0.2032, -0.4512, -0.1463, -0.2242, -0.4145, 1.1042, 0.0501, 0.0535, 0.0912, 0.1008, 0.0526, 0.0905, 0.1030, 0.1074, 0.0661, 0.0937, 0.0870, 0.0479, 0.1125, 0.5968, -0.6910, -0.1573, -0.1272, -0.2325, -0.1643, -0.1595, 0.0878, 0.0700, 0.0304, 0.0844, -0.2215, 0.4013, -0.2097, -0.2270, -0.0082, 0.5421, 0.3716, -0.2144, -0.2214, -0.2257, 0.3639, -0.2147, -0.2281, -0.2237, 0.0191, 0.0024, 0.0002, 0.0228, 0.0055, 0.0019, 0.0240, -0.0430, 0.0089, 0.0028, 0.0193, 0.0212, -0.0080, 0.0027, 0.0159, 0.0015, 0.0188, 0.0072, 0.0090, 0.0238, -0.0079, 0.0020, 0.0073, 0.0169, 0.0015, 0.0152, 0.0010], "de_lowest_kcal_mol": 26.2, "homo_lumo_gap_ha": 0.194, "mol_weight_da": 1171.07, "charge": -2, "spin_multiplicity": 1, "energy_ev": -236732.29275, "lumo_energy_ev": 3.598}

***

4.
{"formula": "C6H10O", "method": "ωB97M-V/def2-TZVPD", "symbols": ["C", "C", "C", "O", "C", "C", "C", "H", "H", "H", "H", "H", "H", "H", "H", "H", "H"], "xyz": [[2.3841, -0.1701, -0.0231], [1.1235, 0.6820, 0.1034], [-0.0459, -0.0772, 0.7028], [-1.1012, 0.7988, 1.1779], [-2.0664, 0.0415, 0.4577], [-1.8308, 0.1465, -1.0083], [-1.0336, -0.8363, -0.1831], [2.2165, -1.0483, -0.6574], [2.7198, -0.5246, 0.9584], [3.2027, 0.4069, -0.4653], [0.8330, 1.0819, -0.8756], [1.3188, 1.5454, 0.7507], [0.2921, -0.7091, 1.5369], [-3.0144, -0.1739, 0.9408], [-2.5871, -0.3063, -1.6444], [-1.3701, 1.0481, -1.4075], [-1.0408, -1.9053, -0.3636]], "nbo_charge": [-0.6077, -0.4254, 0.1168, -0.5186, 0.0922, -0.4492, -0.2902, 0.2033, 0.2034, 0.2145, 0.2019, 0.2165, 0.1768, 0.2003, 0.2237, 0.2176, 0.2241], "de_lowest_kcal_mol": 39.1, "homo_lumo_gap_ha": 0.382, "mol_weight_da": 98.14, "spin_multiplicity": 1, "energy_ev": -8429.54696, "lumo_energy_ev": 1.152}

***

5.
{"formula": "C4H26NO11", "method": "ωB97M-V/def2-TZVPD", "symbols": ["O", "C", "O", "C", "C", "C", "N", "H", "H", "H", "H", "H", "H", "H", "H", "H", "H", "O", "H", "H", "O", "H", "H", "O", "H", "H", "O", "H", "H", "O", "H", "H", "O", "H", "H", "O", "H", "H", "O", "H", "H", "O"], "xyz": [[-0.0010, 1.6875, 1.5476], [-0.2158, 0.7015, 0.8112], [-0.9001, -0.3453, 0.9981], [0.1238, 1.0410, -0.6902], [1.2372, 0.1080, -1.2383], [1.4225, 0.3450, -2.7535], [2.5070, 1.3461, -2.9232], [0.5520, 2.0325, -0.6993], [-0.8113, 1.0860, -1.2395], [0.9098, -0.9463, -1.0617], [2.1218, 0.1042, -0.5554], [1.6666, -0.6315, -3.1774], [0.4853, 0.7063, -3.2136], [3.4242, 0.9633, -2.6737], [2.5537, 2.0485, -2.1783], [-4.4921, -0.0199, -1.4964], [-4.2024, 0.0652, 0.2656], [-4.2855, -0.3469, -0.6170], [-0.5506, -0.0611, 4.1447], [-1.3582, -0.1971, 2.7964], [-1.3982, -0.3100, 3.7744], [2.6472, -2.7106, -1.0110], [2.7143, -2.0188, -2.3074], [2.5094, -2.8911, -1.9492], [1.6498, 2.1726, 2.0408], [2.6162, 2.2087, 3.1113], [2.5950, 2.4462, 2.1721], [2.6670, -2.5821, 1.1617], [2.5513, -1.1668, 1.9464], [3.0040, -1.6926, 1.2777], [-2.3428, -1.7375, -0.3657], [-0.7996, -1.8789, -0.1952], [-1.5703, -2.2333, -0.6697], [-1.3043, 3.1533, 2.2307], [-2.0526, 2.0427, 3.1194], [-2.1196, 2.8699, 2.6388], [-3.5044, -0.4824, 1.9574], [-2.4974, 0.7697, 1.7112], [-3.4253, 0.4575, 1.7644], [-1.2263, -1.6827, -2.3305], [-0.1064, -2.5214, -2.9343], [-0.7938, -1.8990, -3.1896]], "nbo_charge": [-0.8099, 0.8069, -0.8110, -0.5146, -0.4328, -0.2166, -0.8494, 0.1981, 0.2161, 0.1898, 0.2182, 0.1812, 0.2094, 0.3371, 0.3512, 0.4981, 0.5289, -1.0627, 0.4627, 0.4950, -0.9936, 0.4678, 0.4688, -0.9350, 0.5033, 0.4460, -0.9745, 0.4739, 0.4957, -0.9664, 0.5029, 0.5015, -0.9864, 0.4954, 0.4855, -0.9781, 0.4796, 0.5105, -0.9660, 0.4993, 0.4647, -0.9907], "de_lowest_kcal_mol": 49.0, "homo_lumo_gap_ha": 0.321, "mol_weight_da": 264.25, "charge": -1, "spin_multiplicity": 1, "energy_ev": -28584.73590, "lumo_energy_ev": 2.558}

***

6.
{"formula": "C16H18N2O4", "method": "ωB97M-V/def2-TZVPD", "symbols": ["O", "C", "C", "C", "N", "C", "O", "C", "C", "C", "C", "C", "C", "C", "O", "C", "N", "C", "C", "O", "C", "C", "H", "H", "H", "H", "H", "H", "H", "H", "H", "H", "H", "H", "H", "H", "H", "H", "H", "H"], "xyz": [[-1.1231, -1.4089, -3.2967], [-0.9926, -1.1104, -2.1390], [0.2459, -0.4494, -1.5781], [0.1114, 1.0744, -1.7324], [1.0742, 1.7690, -0.9122], [2.3664, 2.0789, -1.3198], [2.8275, 1.8253, -2.4016], [2.9850, 2.7678, -0.1604], [4.2447, 3.3062, -0.0030], [4.5433, 3.9054, 1.2173], [3.6069, 3.9595, 2.2379], [2.3354, 3.4167, 2.0781], [2.0402, 2.8226, 0.8690], [0.7984, 2.1712, 0.3882], [-0.2556, 2.0064, 0.9482], [-2.0950, -1.3138, -1.1080], [-1.5501, -1.9340, 0.0856], [-2.2993, -1.6945, 1.3084], [-3.5687, -2.5496, 1.3927], [-3.2570, -3.9229, 1.2773], [-2.5872, -4.1952, 0.0640], [-1.3050, -3.3617, -0.0659], [0.3230, -0.7012, -0.5198], [1.1309, -0.7869, -2.1182], [0.2734, 1.3631, -2.7732], [-0.8784, 1.4029, -1.4048], [4.9678, 3.2616, -0.8023], [5.5213, 4.3363, 1.3709], [3.8680, 4.4317, 3.1731], [1.6014, 3.4566, 2.8676], [-2.9184, -1.8691, -1.5803], [-2.4642, -0.3202, -0.8362], [-2.5413, -0.6335, 1.3823], [-1.6419, -1.9613, 2.1420], [-4.0544, -2.4309, 2.3624], [-4.2756, -2.2581, 0.5996], [-2.3528, -5.2605, 0.0800], [-3.2589, -3.9938, -0.7851], [-0.8353, -3.5430, -1.0341], [-0.6103, -3.6569, 0.7265]], "nbo_charge": [-0.5248, 0.6031, -0.5373, -0.2104, -0.4692, 0.6824, -0.5428, -0.1464, -0.1554, -0.1931, -0.1909, -0.1890, -0.0635, 0.6775, -0.5576, -0.3394, -0.4461, -0.2432, -0.0898, -0.5267, -0.0895, -0.2529, 0.2486, 0.2380, 0.2351, 0.2206, 0.2339, 0.2211, 0.2210, 0.2338, 0.1974, 0.2242, 0.2095, 0.2003, 0.1970, 0.1577, 0.1982, 0.1601, 0.2064, 0.2023], "de_lowest_kcal_mol": 27.0, "homo_lumo_gap_ha": 0.292, "mol_weight_da": 302.33, "spin_multiplicity": 1, "energy_ev": -28054.62637, "lumo_energy_ev": -0.497, "smiles": "O=C(CCN1C(=O)c2ccccc2C1=O)CN1CCOCC1"}